Entry from the Open Molecules 2025 dataset: 2 unconnected molecules or ions with the total composition C21H53N5O6P3 (ωB97M-V with the def2-TZVPD basis set).

Output
**Charge**: +1
**Frontier orbital gap**: 9.393 eV

Cartesian coordinates (Å):
C: 2.10843 3.38437 3.72762
C: 2.34543 1.88319 3.94169
C: 2.38888 1.04797 2.67928
O: 1.22386 1.17409 1.83742
C: 0.74232 -0.09127 1.46717
C: -0.16500 -0.02329 0.21111
C: -1.09347 1.21717 0.16883
C: -1.59554 1.97396 1.43270
C: -0.88586 3.33745 1.48775
C: -3.11988 2.24754 1.42800
C: 0.71413 -0.01808 -1.06468
C: 1.87691 0.97695 -1.06689
C: 2.80340 0.79237 -2.29593
C: 4.21206 0.33906 -1.90192
C: 4.26374 -1.12289 -1.41912
C: 4.64497 -1.36081 0.06378
N: 5.57457 -0.44390 0.70381
N: -0.14241 0.28180 -2.19726
C: -1.30411 -0.60557 -2.35556
P: -1.37326 -1.34234 -4.07987
P: -1.38031 0.52971 -5.19706
O: -1.72397 0.21837 -6.57217
O: 0.05011 1.22471 -4.97106
O: -2.41304 1.45660 -4.40686
C: -1.28784 -1.78277 -1.34994
P: -2.83755 -2.76430 -1.75704
O: -3.93810 -1.91228 -2.24413
N: -0.97610 -1.41909 0.12547
C: -0.05993 -2.54543 0.64266
C: -0.46020 -4.00187 0.37984
N: 0.04372 -4.51794 -0.89244
C: -2.14397 -1.39110 1.10351
C: -3.54419 -0.98409 0.63837
N: -4.42784 -2.15292 0.67832
H: 2.17915 3.66259 2.67685
H: 1.13205 3.69376 4.09105
H: 2.84275 3.97085 4.27688
H: 1.58855 1.46696 4.60817
H: 3.31625 1.74234 4.41817
H: 3.26796 1.31819 2.08160
H: 2.50721 -0.00361 2.95524
H: 1.59375 -0.73336 1.22276
H: 0.22655 -0.54156 2.32298
H: -0.53940 1.94123 -0.41939
H: -1.94224 0.96670 -0.46566
H: -1.34372 1.43320 2.34832
H: -0.91623 3.75970 2.48987
H: 0.15073 3.27822 1.16578
H: -1.40414 4.03814 0.82919
H: -3.62582 1.73744 2.24605
H: -3.32456 3.30287 1.59023
H: -3.59245 1.92961 0.49856
H: 1.18754 -1.00995 -1.15769
H: 1.47993 1.99134 -1.04435
H: 2.47943 0.84538 -0.17206
H: 2.85987 1.71684 -2.87133
H: 2.39108 0.03449 -2.97162
H: 4.58217 1.00594 -1.11927
H: 4.87907 0.47583 -2.75286
H: 4.93505 -1.70245 -2.05316
H: 3.27476 -1.57064 -1.56520
H: 5.07744 -2.36065 0.14177
H: 3.74070 -1.38656 0.68065
H: 5.14848 0.44341 0.93665
H: 6.37942 -0.25047 0.11944
H: 0.41069 0.26473 -3.04434
H: -2.22932 -0.03554 -2.25123
H: 0.02090 -1.57588 -4.13965
H: 0.05844 2.14920 -4.67970
H: -2.05227 2.05000 -3.72956
H: -0.45285 -2.41083 -1.65528
H: -2.27476 -3.66129 -2.67542
H: -3.11280 -3.54107 -0.63544
H: -0.00912 -2.40452 1.71443
H: 0.91834 -2.39114 0.20097
H: -0.02292 -4.55143 1.21679
H: -1.53238 -4.16443 0.47770
H: -0.65853 -5.02865 -1.41116
H: 0.82101 -5.15134 -0.75546
H: -2.22589 -2.38849 1.53199
H: -1.79468 -0.74123 1.90142
H: -3.53807 -0.58953 -0.37734
H: -3.89621 -0.20344 1.30451
H: -4.50873 -2.49169 1.63233
H: -5.36306 -1.90798 0.37316
O: -5.36748 3.34257 3.51185
H: -6.17717 3.18720 3.01379
H: -5.66450 3.44363 4.42262